# 1
The following is a DFT calculation (the ωB97M-V functional and the def2-TZVPD basis) of C44H40As2Cl2N6O12Tl as an isolated structure.

Calculated values
DFT total energy in a.u.: -8496.3946
Frontier orbital gap in eV: 5.193
HOMO level in eV: -3.270
ΔE to the lowest compared entry with this formula, charge and spin in kcal per mole: 125.0
LUMO energy in eV: 1.9

Structure (ORCA input):
```
! wB97M-V def2-TZVPD RIJCOSX def2/J DEFGRID3
* xyz -1 1
Tl 0.91 2.41 -0.13
Cl 3.32 -4.01 -1.02
C 3.15 -2.69 0.15
C 2.79 -1.46 -0.35
C 2.52 -0.21 0.21
N 2.54 0.97 -0.59
C 3.27 1.04 -1.70
O 4.12 0.25 -2.11
C 3.02 2.25 -2.58
C 3.79 2.43 -3.73
C 3.54 3.52 -4.53
C 2.54 4.42 -4.16
C 1.83 4.18 -3.00
N 2.07 3.11 -2.24
C 2.26 -0.02 1.61
C 3.34 -1.98 2.57
C 3.60 -3.06 1.49
Cl 5.38 -3.52 1.54
N 1.58 1.32 1.99
C 0.82 1.42 3.18
O 1.18 1.03 4.26
C -0.46 2.19 3.01
C -1.27 2.36 4.12
C -2.47 3.03 3.97
C -2.81 3.51 2.72
C -1.92 3.32 1.67
N -0.77 2.68 1.81
H 2.78 -1.46 -1.44
H 4.54 1.69 -3.95
H 4.11 3.68 -5.43
H 2.32 5.29 -4.76
H 1.06 4.85 -2.65
H 3.29 -2.51 3.53
H -0.95 1.94 5.06
H -3.14 3.15 4.81
H -3.74 4.03 2.55
H -2.15 3.69 0.68
C 0.72 6.74 1.03
C 0.41 5.50 0.22
O 1.23 4.54 0.42
C -0.68 5.54 -0.64
C -1.24 4.49 -1.44
C -2.41 4.84 -2.32
N -0.79 3.27 -1.42
N -1.36 2.35 -2.29
C -1.07 1.11 -1.95
O -0.45 0.73 -0.90
C -1.46 0.05 -2.92
C -0.91 -1.22 -2.77
C -1.22 -2.23 -3.67
C -2.09 -1.99 -4.71
C -2.66 -0.72 -4.86
C -2.34 0.29 -3.97
H 0.60 6.50 2.09
H 0.08 7.58 0.77
H 1.77 7.01 0.88
H -1.21 6.48 -0.69
H -2.50 5.92 -2.43
H -3.33 4.45 -1.88
H -2.30 4.36 -3.29
H -0.23 -1.40 -1.94
H -0.77 -3.21 -3.55
H -2.34 -2.78 -5.42
H -3.34 -0.53 -5.68
H -2.76 1.28 -4.09
C -4.49 0.21 -0.93
O -3.58 -0.84 -0.60
C -3.12 -0.86 0.65
O -3.46 -0.06 1.50
C -2.09 -1.89 0.97
C -2.14 -3.21 0.82
As -0.96 -4.53 1.70
C -0.41 -5.30 -0.04
C 0.72 -3.53 2.05
C 0.87 -2.09 2.06
As -0.73 -0.97 2.05
C -1.40 -1.59 3.79
C 2.00 -1.35 2.26
O 2.95 1.00 2.32
O 4.36 -1.03 2.58
C 4.98 -0.85 3.83
C 1.73 -4.44 2.06
O 3.05 -4.28 2.01
O 1.42 -5.75 2.15
C 2.42 -6.71 1.80
C -3.22 -3.99 0.13
O -3.70 -5.00 0.62
O -3.53 -3.56 -1.09
C -4.51 -4.35 -1.77
H -5.14 -0.18 -1.71
H -3.92 1.06 -1.32
H -5.08 0.52 -0.06
H -1.30 -5.57 -0.61
H 0.17 -6.20 0.14
H 0.19 -4.58 -0.59
H -1.48 -2.68 3.82
H -2.38 -1.14 3.96
H -0.69 -1.26 4.55
H 5.63 -1.69 4.08
H 4.24 -0.71 4.62
H 5.58 0.06 3.76
H 1.91 -7.67 1.85
H 3.25 -6.68 2.51
H 2.80 -6.52 0.80
H -4.67 -3.85 -2.72
H -5.44 -4.39 -1.19
H -4.15 -5.36 -1.93
*
```

# 2
The following is a DFT calculation (the ωB97M-V functional and the def2-TZVPD basis) of C44H40BCl5N8S2Sn as an isolated structure.

Calculated values
DFT total energy in a.u.: -5474.7516
Frontier orbital gap in eV: 6.793
HOMO level in eV: -12.976
LUMO energy in eV: -6.2

Structure (ORCA input):
```
! wB97M-V def2-TZVPD RIJCOSX def2/J DEFGRID3
* xyz 2 1
Sn 0.21 -0.62 0.23
C 2.21 -2.44 -2.45
C 1.76 -3.87 -2.11
C 1.51 -4.52 -3.51
C 0.58 -3.90 -1.13
C -0.15 -5.04 -0.89
C -1.31 -4.60 -0.22
N -1.18 -3.30 -0.05
N -0.04 -2.81 -0.61
B -2.05 -2.29 0.80
N -0.98 -1.63 1.79
C -0.30 -2.65 2.54
C -0.39 -2.38 3.83
C -1.25 -1.22 3.96
N -1.63 -0.81 2.76
C -1.64 -0.52 5.22
C -2.21 0.87 5.13
C -0.42 -0.59 6.21
N -2.53 -1.23 -0.17
C -3.75 -0.64 -0.33
C -3.67 0.22 -1.39
C -2.39 0.00 -1.95
N -1.71 -0.79 -1.10
C -1.99 0.29 -3.36
C -1.27 -0.88 -4.01
C -1.27 1.60 -3.60
H 3.25 -2.41 -2.78
H 2.21 -1.83 -1.53
H 1.61 -1.92 -3.16
H 2.60 -4.40 -1.61
H 0.58 -4.14 -3.84
H 1.55 -5.63 -3.54
H 2.29 -4.15 -4.15
H 0.04 -6.03 -1.25
H -2.17 -5.14 0.12
H -2.92 -2.79 1.39
H 0.14 -3.42 1.97
H 0.02 -3.03 4.60
H -2.43 -1.14 5.65
H -1.53 1.69 4.88
H -2.63 1.08 6.11
H -3.09 0.88 4.38
H -0.69 -0.22 7.24
H 0.44 -0.05 5.81
H -0.11 -1.67 6.37
H -4.62 -0.91 0.20
H -4.49 0.76 -1.85
H -2.91 0.42 -3.93
H -0.31 -1.20 -3.48
H -0.91 -0.50 -4.97
H -1.92 -1.73 -4.19
H -0.23 1.61 -3.18
H -1.82 2.51 -3.27
H -1.25 1.83 -4.62
S -4.73 1.51 2.54
C -6.18 2.35 2.82
C -6.10 3.66 2.41
C -4.82 3.93 1.83
C -3.97 2.88 1.79
C -2.59 2.73 1.30
C -1.92 1.48 1.19
N -0.76 1.30 0.54
C -0.17 2.38 -0.03
C -0.65 3.70 0.14
C 0.00 4.79 -0.49
C 1.08 4.53 -1.26
C 1.63 3.23 -1.41
C 2.79 3.05 -2.26
C 3.17 1.75 -2.43
C 2.50 0.72 -1.75
N 1.42 0.89 -1.01
C 1.02 2.17 -0.76
C 4.30 1.30 -3.26
C 4.60 1.73 -4.50
C 5.65 1.04 -5.17
C 6.13 0.04 -4.35
S 5.31 -0.11 -2.86
C -1.89 3.88 0.85
H -7.13 1.87 3.12
H -6.88 4.47 2.42
H -4.56 4.92 1.45
H -2.29 0.60 1.66
H -0.42 5.77 -0.31
H 1.52 5.37 -1.77
H 3.14 3.86 -2.87
H 2.93 -0.28 -1.89
H 4.02 2.50 -4.97
H 6.02 1.19 -6.14
H 6.87 -0.71 -4.62
H -2.30 4.86 1.02
Cl 2.97 -3.04 0.65
C 3.12 -1.51 1.42
C 2.01 -0.70 1.50
C 2.13 0.41 2.38
Cl 0.77 1.31 2.95
C 3.39 0.70 2.94
Cl 3.51 2.20 3.83
C 4.55 -0.10 2.81
Cl 5.97 0.26 3.68
C 4.35 -1.26 2.07
Cl 5.64 -2.37 1.88
*
```

# 3
The following is a DFT calculation (the ωB97M-V functional and the def2-TZVPD basis) of C44H40BaBr3IN7O6PS2 as an isolated structure.

Calculated values
DFT total energy in a.u.: -11718.6044
Frontier orbital gap in eV: 5.122
HOMO level in eV: -1.945
LUMO energy in eV: 3.2

Structure (ORCA input):
```
! wB97M-V def2-TZVPD RIJCOSX def2/J DEFGRID3
* xyz -2 1
Ba 0.59 -0.97 0.15
C 3.28 -2.92 3.29
C 3.50 -1.46 3.52
N 4.48 -1.08 4.32
C 4.68 0.24 4.54
C 3.93 1.24 3.96
C 4.25 2.66 4.34
O 5.49 3.14 3.82
C 2.89 0.84 3.09
C 1.93 1.74 2.41
N 2.09 2.83 1.77
C 3.28 3.41 1.36
C 3.47 4.76 1.67
C 4.56 5.48 1.21
C 5.49 4.87 0.38
C 5.31 3.55 0.02
C 4.22 2.82 0.50
I 4.08 0.84 -0.14
C 2.65 -0.52 2.86
O 1.75 -0.92 2.01
H 4.22 -3.45 3.38
H 2.59 -3.32 4.04
H 2.85 -3.10 2.31
H 5.49 0.50 5.22
H 3.42 3.32 4.07
H 4.37 2.71 5.42
H 5.48 2.98 2.86
H 0.90 1.38 2.46
H 2.73 5.23 2.31
H 4.68 6.52 1.50
H 6.35 5.42 0.01
H 6.02 3.06 -0.64
Br 0.03 -2.02 4.91
C -0.55 -3.02 3.36
Br -2.43 -3.46 3.43
H 0.01 -3.95 3.32
H -0.36 -2.41 2.49
S 2.52 -3.21 -0.79
C 1.95 -4.60 0.09
C 2.89 -5.53 0.58
C 2.54 -6.70 1.24
C 3.58 -7.59 1.72
N 4.40 -8.30 2.09
C 1.18 -6.98 1.43
C 0.24 -6.07 0.99
C 0.56 -4.87 0.34
S -0.74 -3.79 -0.12
C 0.75 -8.21 2.06
N 0.41 -9.19 2.56
H 3.94 -5.31 0.43
H -0.81 -6.29 1.15
Br -9.86 0.11 -2.15
C -8.49 1.27 -1.53
C -8.73 2.11 -0.46
C -7.73 2.98 -0.04
C -6.49 2.99 -0.65
C -6.26 2.13 -1.72
C -7.26 1.28 -2.17
N -5.60 4.07 -0.31
N -4.36 3.90 -0.16
C -3.71 2.69 0.11
C -4.27 1.53 0.65
C -3.52 0.42 0.99
C -2.11 0.38 0.81
O -1.39 -0.59 1.16
C -1.51 1.58 0.19
N -0.18 1.50 -0.11
C 0.41 2.54 -0.65
C -0.27 3.75 -0.90
C -1.60 3.83 -0.64
C -2.29 2.71 -0.09
H -9.70 2.09 0.03
H -7.91 3.66 0.79
H -5.30 2.14 -2.21
H -7.07 0.61 -3.00
H -5.33 1.50 0.86
H -3.98 -0.45 1.44
H 1.46 2.43 -0.91
H 0.27 4.59 -1.32
H -2.17 4.73 -0.84
C -0.12 -3.48 -4.05
C -1.33 -2.76 -3.52
O -1.18 -1.32 -3.72
P -0.91 -0.43 -2.40
O 0.70 -0.18 -2.42
C 1.41 0.60 -3.41
C 1.83 -0.28 -4.57
O -1.36 1.01 -3.03
C -2.75 1.21 -3.30
C -2.92 1.60 -4.75
H -0.28 -4.56 -3.98
H 0.76 -3.23 -3.45
H 0.07 -3.22 -5.10
H -1.44 -2.98 -2.46
H -2.24 -3.05 -4.04
H 2.28 1.00 -2.90
H 0.78 1.43 -3.74
H 2.40 -1.14 -4.20
H 2.46 0.29 -5.25
H 0.96 -0.66 -5.11
H -3.11 1.99 -2.63
H -3.32 0.30 -3.09
H -2.37 2.52 -4.96
H -3.98 1.77 -4.98
H -2.55 0.81 -5.40
*
```

# 4
The following is a DFT calculation (the ωB97M-V functional and the def2-TZVPD basis) of C44H41FN7O3PPb as an isolated structure.

Calculated values
DFT total energy in a.u.: -2943.1877
Frontier orbital gap in eV: 7.410
HOMO level in eV: -17.346
ΔE to the lowest compared entry with this formula, charge and spin in kcal per mole: 36.2
LUMO energy in eV: -9.9

Structure (ORCA input):
```
! wB97M-V def2-TZVPD RIJCOSX def2/J DEFGRID3
* xyz 4 1
Pb -0.96 0.60 2.36
C 0.68 -1.18 6.41
C 0.89 -2.52 6.12
C 0.70 -2.97 4.82
C 0.29 -2.08 3.85
N 0.08 -0.78 4.13
C 0.27 -0.34 5.38
C -0.02 -2.49 2.45
C 0.52 -3.73 1.89
C 0.22 -4.12 0.65
C -0.71 -3.35 -0.23
C -1.01 -1.97 0.38
N -0.76 -1.69 1.78
H 0.80 -0.79 7.41
H 1.19 -3.21 6.90
H 0.84 -4.02 4.59
H 0.09 0.71 5.57
H 1.18 -4.33 2.51
H 0.63 -5.05 0.27
H -1.56 -3.97 -0.49
H -2.00 -1.61 0.12
N -1.56 1.26 -2.39
P -1.62 2.55 -1.36
C -2.10 3.95 -2.31
C -1.27 4.42 -3.34
C -1.70 5.48 -4.11
C -2.93 6.07 -3.87
C -3.76 5.60 -2.85
C -3.35 4.54 -2.07
C -2.72 2.24 0.00
C -3.52 1.09 0.04
C -4.36 0.88 1.12
C -4.43 1.82 2.15
C -3.65 2.97 2.10
C -2.79 3.18 1.03
C -1.02 0.01 -2.05
C -1.37 -1.13 -2.91
C -0.92 -2.35 -2.61
C -0.03 -2.60 -1.43
C 0.05 -1.34 -0.53
N -0.33 -0.03 -0.98
H -1.83 1.43 -3.35
H -0.31 3.96 -3.53
H -1.07 5.86 -4.91
H -3.26 6.90 -4.48
H -4.72 6.06 -2.68
H -4.00 4.17 -1.29
H -3.50 0.38 -0.78
H -4.99 0.00 1.15
H -5.11 1.66 2.97
H -3.73 3.72 2.88
H -2.19 4.09 0.99
H -1.99 -0.96 -3.78
H -1.17 -3.19 -3.26
H 0.91 -3.03 -1.77
H 1.01 -1.29 -0.02
F 4.70 1.19 5.13
C 4.63 1.67 3.88
C 3.47 1.54 3.19
C 3.37 1.98 1.86
C 2.11 1.89 1.14
O 1.10 1.36 1.72
C 2.12 2.41 -0.18
C 3.31 2.87 -0.72
N 4.47 2.91 -0.07
C 5.64 3.48 -0.73
C 6.78 2.57 -1.07
C 5.91 3.11 -2.16
C 4.53 2.50 1.26
C 5.72 2.64 1.98
C 5.80 2.25 3.31
N 6.97 2.35 4.04
C 6.97 2.60 5.49
C 8.03 3.63 5.85
N 9.41 3.11 5.49
C 9.39 2.24 4.25
C 8.22 2.62 3.35
C 1.00 2.52 -1.14
O 1.12 2.52 -2.33
O -0.23 2.75 -0.55
H 2.62 1.09 3.68
H 3.33 3.23 -1.74
H 5.85 4.49 -0.41
H 6.67 1.52 -0.84
H 7.79 2.96 -0.97
H 5.24 2.41 -2.65
H 6.29 3.89 -2.80
H 6.57 3.09 1.50
H 7.13 1.68 6.05
H 6.02 3.01 5.80
H 8.02 3.85 6.91
H 7.88 4.56 5.30
H 9.79 2.58 6.27
H 10.04 3.91 5.36
H 9.29 1.21 4.58
H 10.34 2.36 3.74
H 8.29 1.99 2.46
H 8.32 3.66 3.02
*
```

Q: Look up the LUMO energy of the second one.
A: -6.2 eV